(1)
38
Properties=species:S:1:pos:R:3 method="wB97M-V/def2-TZVPD" homo_energy_ev="-15.04 / -14.84" s2=0.93 e_lumo_ev="-10.357 / -10.448" multiplicity=2 charge=+2
Mn -0.13477 0.48562 -0.91170
C -1.73742 -1.23944 -5.88372
S -2.84850 -0.46717 -4.71857
C -1.73196 0.03795 -3.44051
S -1.41457 -1.06714 -2.16531
N -1.32175 1.25301 -3.43614
N -0.55528 1.53095 -2.37700
C -0.88493 2.45268 -1.50806
C 0.08501 2.80950 -0.48085
C 0.08014 4.01495 0.20961
C 1.13247 4.26418 1.07582
C 2.13415 3.31100 1.23598
C 2.04694 2.11343 0.54777
N 1.03996 1.87870 -0.28902
H -2.36336 -1.64562 -6.67706
H -1.17680 -2.03493 -5.38737
H -1.05551 -0.48404 -6.28307
H -1.79272 3.03399 -1.64295
H -0.70885 4.73768 0.05052
H 1.17959 5.19951 1.61726
H 2.97160 3.48968 1.89511
H 2.79149 1.33605 0.65843
O 1.19900 -0.75327 -0.77590
C 1.46478 -1.57096 0.13740
C 0.69019 -1.75293 1.30999
C 1.06134 -2.72018 2.25928
C 0.28078 -2.90423 3.36365
C -0.88427 -2.15943 3.56611
C -1.25884 -1.19524 2.65835
C -0.47994 -0.95455 1.51862
O -0.81765 -0.01380 0.66813
N 0.68578 -3.92147 4.36673
O -0.06076 -4.07644 5.30576
O 1.71980 -4.51506 4.14886
H 2.35210 -2.19367 0.00147
H 1.95293 -3.32119 2.13040
H -1.48752 -2.35260 4.44293
H -2.15262 -0.60550 2.80904



(2)
29
Properties=species:S:1:pos:R:3 method="wB97M-V/def2-TZVPD" homo_energy_ev=-8.84 e_lumo_ev=-0.187 de_lowest_kcal_mol=0.0 charge=0
C -2.95657 -2.61241 -0.49169
C -3.14778 -1.30057 -0.08731
C -2.24657 -0.31252 -0.46040
C -1.15387 -0.61667 -1.26667
C -0.15599 0.44494 -1.65993
C 1.01208 0.50396 -0.71277
C 2.15795 -0.21529 -0.94479
C 3.24888 -0.19208 -0.04943
C 3.17314 0.51392 1.11989
C 2.00092 1.24176 1.41642
N 1.93155 1.93582 2.58852
C 0.83371 2.60287 2.80921
C -0.26012 2.59062 1.90187
N -0.21943 1.94133 0.77260
C 0.92246 1.25093 0.49215
C -0.96941 -1.93650 -1.66490
C -1.86804 -2.92657 -1.29510
H -3.65066 -3.38566 -0.19268
H -3.98796 -1.04277 0.54301
H -2.37499 0.70835 -0.12347
H -0.64995 1.41252 -1.70236
H 0.22647 0.22276 -2.65668
H 2.23830 -0.79048 -1.85820
H 4.14062 -0.75958 -0.27540
H 3.97694 0.52465 1.84263
H 0.74848 3.15301 3.73994
H -1.14324 3.18119 2.12043
H -0.11991 -2.19147 -2.28690
H -1.70701 -3.94606 -1.61798



(3)
42
Properties=species:S:1:pos:R:3 method="wB97M-V/def2-TZVPD" homo_energy_ev=-10.96 e_lumo_ev=-2.895 de_lowest_kcal_mol=5.6 charge=+1
Ca -0.07881 0.59668 0.42743
N 2.38494 0.98433 0.12170
N 2.65821 1.55164 1.41235
C 2.15353 0.93267 2.49322
N 2.14064 1.57376 3.65075
S 1.51937 -0.64597 2.32834
H 2.67942 0.00825 0.22276
H 3.03784 1.41753 -0.52727
H 2.85369 2.54183 1.42390
H 2.50732 2.50426 3.77028
H 1.75716 1.10160 4.45273
C -3.54143 0.11832 -3.29646
N -3.44398 1.18158 -2.30733
C -3.10473 1.04073 -1.01742
Se -2.61299 -0.55913 -0.14316
N -3.14912 2.25339 -0.44170
C -3.50574 3.21409 -1.37962
C -3.65779 4.59201 -1.29010
C -4.00045 5.24801 -2.45587
C -4.18277 4.55833 -3.66519
C -4.03220 3.18739 -3.74945
C -3.69073 2.53129 -2.57272
H -3.68364 -0.82722 -2.78187
H -2.63362 0.07621 -3.89707
H -4.39721 0.31998 -3.93587
H -2.90329 2.39879 0.53731
H -3.51912 5.12133 -0.35802
H -4.13341 6.32120 -2.43939
H -4.44746 5.11607 -4.55244
H -4.16399 2.66380 -4.68532
F -0.25918 7.32620 -1.75508
C -0.36017 6.29301 -0.92859
C -0.01208 5.02121 -1.35164
F 0.43596 4.81827 -2.58727
C -0.14722 3.97030 -0.46687
F 0.21108 2.73384 -0.94514
C -0.60458 4.09222 0.83440
S -0.77969 2.70873 1.93223
C -0.93886 5.38558 1.22300
F -1.39504 5.62037 2.45139
C -0.82224 6.47050 0.36628
F -1.15984 7.68623 0.77779



(4)
37
Properties=species:S:1:pos:R:3 method="wB97M-V/def2-TZVPD" homo_energy_ev=-8.16 e_lumo_ev=-2.988 de_lowest_kcal_mol=6.2 charge=0
N 1.27917 2.09470 -1.96457
C 0.58636 2.08803 -1.02053
C -0.26433 2.08262 0.10108
C 0.21597 2.03706 1.38181
C 1.60417 1.91318 1.64019
N 2.75513 1.83112 1.83821
C -0.68825 2.08360 2.54800
O -0.25909 1.82312 3.66867
C -2.11578 2.40880 2.25155
Cl -3.13961 2.60291 3.59225
C -2.57917 2.51162 0.96929
Cl -4.18947 2.92327 0.62171
C -1.69656 2.25740 -0.20333
O -2.07869 2.20274 -1.37147
C 0.21634 -2.94095 3.52267
C -0.60669 -2.20165 2.50282
O 0.27887 -1.69713 1.48077
C -0.35764 -1.19273 0.38476
O -1.55515 -0.93041 0.33661
C 0.59966 -0.99973 -0.69896
C 0.15263 -0.93989 -1.98665
N 0.92198 -0.69798 -3.05817
C 0.35036 -0.55384 -4.38823
C 2.34326 -0.41595 -2.95806
H -0.44620 -3.25687 4.33296
H 0.67088 -3.83881 3.08958
H 1.00585 -2.31205 3.94533
H -1.33418 -2.88860 2.04928
H -1.11618 -1.34830 2.97223
H 1.64564 -1.01617 -0.40376
H -0.91878 -1.06871 -2.19225
H -0.72529 -0.77531 -4.34644
H 0.50325 0.48106 -4.73725
H 0.84891 -1.23911 -5.08630
H 2.65552 -0.45871 -1.90904
H 2.90273 -1.15844 -3.54390
H 2.53436 0.59011 -3.36086